Here is C15H19N3O2PtSe2 as an isolated structure from the Open Molecules 2025 dataset. Energies are from wB97M-V/def2-TZVPD.

E_LUMO: -0.31 eV
calculated total energy: -5819.933255 Ha
HOMO energy: -6.89 eV
HOMO-LUMO gap: 6.58 eV

The geometry in ORCA input format:
```
! RIJCOSX wB97M-V def2-TZVPD def2/J DEFGRID3
* xyz 0 1
C -1.545 2.435 -1.591
O 4.728 -1.384 2.653
H 4.747 -2.268 2.261
H -4.527 -3.051 -1.178
H -3.535 2.530 -1.274
H -5.292 1.176 -1.008
C -2.871 -1.726 -1.391
Pt -0.236 -0.391 -0.903
N -2.808 1.853 -1.425
C 1.024 -0.853 2.307
O 3.555 -3.396 1.085
H 2.028 -3.367 2.433
H 3.046 -1.734 3.820
H 1.830 4.172 -1.970
C 2.866 -0.511 0.617
H 1.534 -3.037 0.774
C -1.488 3.827 -1.451
H 0.817 -1.295 3.286
C 2.303 -2.840 1.516
N -2.396 -0.462 -1.434
C -0.282 4.468 -1.584
H -2.125 -2.499 -1.501
C 2.384 -1.342 1.810
H 1.049 0.228 2.430
H 3.942 -0.626 0.500
C 3.374 -1.117 2.974
Se -0.580 -1.306 1.265
N -0.466 1.712 -1.855
C -3.248 0.544 -1.309
H 2.667 0.546 0.791
Se 2.049 -1.005 -1.075
H -6.142 -1.140 -0.900
H -2.392 4.382 -1.233
H 3.332 -0.072 3.294
H -0.225 5.543 -1.471
H 1.558 1.714 -2.206
H 3.662 -3.133 0.162
C 0.713 2.356 -1.986
C -4.621 0.332 -1.109
C -4.197 -2.022 -1.210
C -5.087 -0.957 -1.054
C 0.858 3.716 -1.858
*
```



Here is C37H54BCl2N3O3P2SZr as an isolated structure at a distorted geometry from the Open Molecules 2025 dataset. Energies are from wB97M-V/def2-TZVPD.

E_LUMO: 0.31 eV
calculated total energy: -3905.600364 Ha
HOMO energy: -6.84 eV
HOMO-LUMO gap: 7.15 eV

The geometry in ORCA input format:
```
! RIJCOSX wB97M-V def2-TZVPD def2/J DEFGRID3
* xyz 0 1
C 0.024 0.644 -5.482
H 0.844 1.007 -7.431
H -2.212 -0.226 -4.112
H -3.829 -4.108 -1.720
H -6.194 0.512 -0.619
C -2.955 -2.245 -2.381
C 3.866 0.293 2.468
P -2.760 -0.460 -1.746
H 2.413 -3.979 -1.011
C -0.429 -0.836 3.125
H 2.133 -2.494 -1.937
H 3.190 0.973 -6.679
H 3.374 -3.966 1.194
H -4.527 0.565 -4.001
H -3.282 2.034 -0.728
H -4.330 -2.741 -0.720
C -1.548 -2.742 -2.751
H -3.660 -1.675 -4.390
H 3.684 -0.422 -2.201
H 0.641 4.435 7.094
C 0.342 0.423 -4.150
C 2.210 -2.906 -0.927
C -5.170 0.446 -3.126
C -3.863 -2.403 -3.603
H -3.695 -3.399 -4.025
H -5.870 1.287 -3.117
C 2.956 0.170 -1.651
H 4.238 -2.576 1.854
C 4.666 -2.496 -0.807
H -1.174 -2.289 -3.671
C -4.041 1.937 -1.496
H 2.452 2.157 0.774
C -4.388 0.469 -1.813
H 5.547 0.510 -0.572
O -1.996 1.433 1.043
H -2.289 1.935 3.610
H 5.901 -0.441 0.886
C -1.011 -1.058 5.526
H 2.830 0.405 2.785
C -1.751 -1.318 2.952
H 1.159 3.965 2.050
H 3.341 1.187 -1.606
H -2.213 1.321 -3.288
H -3.674 -1.944 3.651
C 3.334 -2.236 -0.112
H 2.465 -2.596 1.869
N 0.368 -0.539 2.078
C -2.679 -1.613 3.925
H -2.708 -3.419 -0.550
H -5.754 -0.463 -3.246
O 0.043 2.274 0.252
P 2.739 -0.468 0.074
C 5.446 0.479 0.517
Zr -0.359 0.176 0.378
H -4.754 0.032 0.295
H 5.508 -2.080 -0.260
C 0.596 3.599 2.902
H 3.918 2.674 1.605
H -1.007 0.677 -5.822
N 1.690 0.146 -2.353
H -3.008 -1.679 6.053
H -1.451 2.292 5.905
C -1.360 2.470 3.777
C -2.312 -1.466 5.251
C 3.995 0.611 0.973
H 0.467 2.693 7.352
C 3.536 2.068 0.776
H 4.181 -0.725 2.707
C -1.903 0.280 -3.197
H 4.697 -2.119 -1.831
H -0.825 -2.546 -1.963
H -3.707 2.478 -2.382
H 1.243 -2.779 -0.436
H 4.490 0.984 3.050
H -4.916 -2.336 -3.331
Cl -2.168 -1.533 1.262
O -1.821 3.842 0.602
C 1.063 3.772 4.190
H -0.677 -0.964 6.553
H 6.023 1.315 0.930
H -5.534 -1.114 -0.814
C 0.340 3.296 5.286
H 3.749 0.593 -4.297
C -3.488 -3.170 -1.269
C 3.352 -2.875 1.289
H 3.917 2.502 -0.150
H 1.970 3.344 6.689
H -1.595 -3.826 -2.906
C 2.715 0.594 -4.621
B 0.334 0.007 -1.839
N -0.469 0.200 -3.043
C 1.677 0.390 -3.724
C -0.612 2.936 2.708
Cl 1.491 -0.285 4.972
C 0.884 3.450 6.686
H 4.811 -3.581 -0.861
C -0.880 2.667 5.062
C -0.114 -0.774 4.513
C -5.265 -0.065 -0.667
H -4.940 2.440 -1.128
H 2.014 4.270 4.352
C 2.395 0.812 -5.960
S -1.157 2.674 1.066
C 1.069 0.833 -6.386
*
```



Here is a 3-piece molecular cluster, C6H14O2 overall at a distorted geometry from the Open Molecules 2025 dataset. Energies are from wB97M-V/def2-TZVPD.

E_LUMO: 0.62 eV
calculated total energy: -387.388500 Ha
HOMO energy: -9.04 eV
HOMO-LUMO gap: 9.66 eV

The geometry in ORCA input format:
```
! RIJCOSX wB97M-V def2-TZVPD def2/J DEFGRID3
* xyz 0 1
H 2.082 2.069 -2.278
C 1.252 1.905 -1.508
H 2.873 -0.071 -2.219
H 0.382 1.005 1.064
H 0.013 -1.027 2.953
C 0.642 0.195 0.365
H -0.013 -2.678 2.263
H -1.323 -1.487 1.781
O -1.718 0.104 -1.540
H -3.441 -0.315 0.565
C 1.533 0.573 -0.773
O -3.785 0.260 1.341
H -1.454 1.016 -1.382
C -0.232 -1.506 2.036
H 0.257 1.811 -2.070
C 0.410 -1.040 0.802
C 2.511 -0.215 -1.260
H 2.797 -1.053 -0.722
H -1.371 -0.459 -0.830
H 0.575 -1.830 0.098
H -3.250 0.133 1.985
H 1.263 2.609 -0.674
*
```



Here is C2H13O7Zn as an isolated structure at a distorted geometry from the Open Molecules 2025 dataset. Energies are from wB97M-V/def2-TZVPD.

E_LUMO: -3.96 eV
calculated total energy: -2389.828916 Ha
HOMO energy: -11.06 eV
HOMO-LUMO gap: 7.11 eV

The geometry in ORCA input format:
```
! RIJCOSX wB97M-V def2-TZVPD def2/J DEFGRID3
* xyz 1 1
O 2.214 1.131 -0.759
H 0.501 1.140 2.554
H 2.888 -1.704 1.427
Zn 0.823 -0.168 0.221
O -2.441 2.196 -0.178
O 2.335 -0.925 1.377
H -2.818 0.384 -2.500
C -1.944 1.180 -0.752
H 0.243 -2.004 -1.564
H -0.580 -2.232 1.277
H 2.229 -0.646 2.287
O 0.977 -1.459 -1.282
C -2.927 0.196 -1.431
H 2.153 1.691 -1.533
H 3.093 1.290 -0.416
H -1.127 -0.948 1.861
H -2.724 -0.817 -1.084
O -0.767 0.796 -0.734
H 0.056 2.042 1.422
O 0.572 1.257 1.606
H -3.911 0.510 -1.083
H 1.665 -1.630 -1.925
O -0.510 -1.280 1.210
*
```



Here is C3H4N4O as an isolated structure at a distorted geometry from the Open Molecules 2025 dataset. Energies are from wB97M-V/def2-TZVPD.

E_LUMO (spin up / spin down): -0.06 / -0.08 eV
calculated total energy: -410.789730 Ha
HOMO energy (spin up / spin down): -8.59 / -8.52 eV
HOMO-LUMO gap (spin up / spin down): 8.53 / 8.44 eV

The geometry in ORCA input format:
```
! RIJCOSX wB97M-V def2-TZVPD def2/J DEFGRID3
* xyz 0 1
H -2.612 -0.496 0.199
O 0.027 -2.089 0.173
N -1.358 1.156 -0.157
C -0.410 -0.833 0.041
N 3.055 -0.264 -0.314
H 0.975 -2.095 -0.062
C -1.600 -0.246 -0.015
N -0.041 1.462 -0.256
H 1.873 1.202 0.435
N 1.816 0.245 0.002
C 0.396 0.257 -0.250
H -2.122 1.701 0.204
*
```



Here is a 4-piece molecular cluster, C43H47Cl2FN3O10P overall at a distorted geometry from the Open Molecules 2025 dataset. Energies are from wB97M-V/def2-TZVPD.

E_LUMO: -1.23 eV
calculated total energy: -3944.665144 Ha
HOMO energy: -9.27 eV
HOMO-LUMO gap: 8.04 eV

The geometry in ORCA input format:
```
! RIJCOSX wB97M-V def2-TZVPD def2/J DEFGRID3
* xyz 0 1
P 5.677 2.469 0.101
C 4.272 -9.903 -0.348
H -1.337 5.141 2.279
O -2.561 3.862 1.211
H 4.659 6.952 -1.986
H 4.824 4.397 -2.054
O 5.870 3.935 0.002
H -0.466 1.452 -1.843
C 2.992 -1.642 -1.867
C 2.077 2.004 -1.893
H -3.583 0.156 0.754
C -5.455 -6.923 -2.823
C -4.153 0.316 -2.033
H 5.630 2.029 1.441
C -5.293 -6.384 -4.092
H -2.392 1.834 1.599
C 1.984 0.639 -2.153
H -1.519 3.516 2.953
H 5.683 -1.869 1.807
C 3.939 -8.015 1.067
F 3.018 -3.577 -0.454
H 3.873 -9.580 -2.429
O 2.550 -2.185 -2.841
C 5.153 -0.587 -0.524
H -0.380 1.690 -3.618
H 0.161 7.622 5.758
C 3.035 -0.158 -1.679
C -0.902 7.677 5.941
H -6.019 -4.075 -1.083
C 4.125 0.405 -0.997
O -1.845 4.374 5.079
C -3.642 7.806 6.409
C 3.135 2.592 -1.198
O -6.002 -2.066 -2.418
C -5.715 -6.094 -1.739
C -4.168 2.236 0.440
H -3.669 2.681 2.477
O 6.339 -0.400 -0.504
O -5.678 -2.329 -4.528
C 4.379 6.270 -1.186
C -5.817 -4.724 -1.922
H -1.513 -0.922 -3.072
C 3.933 4.971 -1.832
C -1.419 4.086 2.034
H -5.274 -4.592 -5.270
H 4.545 -10.941 -0.480
C 2.996 4.084 -0.968
H 5.415 -4.233 2.276
H 1.989 4.336 -1.278
H -4.342 -0.555 -2.653
C 3.896 -9.136 -1.442
H 1.272 2.650 -2.209
C -2.842 8.919 6.628
C -1.714 6.578 5.734
H -0.854 9.725 6.560
C -3.078 6.624 5.956
C 4.297 -9.342 0.919
N -5.791 -2.756 -3.397
H 3.586 6.758 -0.624
C 3.585 -2.416 -0.745
H 6.776 1.817 -0.459
C 4.627 -1.915 -0.079
C -3.158 2.613 1.508
C 3.547 -7.802 -1.275
C -2.663 0.288 -1.689
H 3.257 -7.205 -2.129
N 3.942 -7.416 2.411
C 3.566 -7.233 -0.012
H -2.488 -0.483 -0.939
H -4.419 1.187 -2.633
O 0.096 5.297 5.113
C -4.468 0.729 0.489
H -5.411 -0.805 -0.667
C 4.209 1.796 -0.757
H -5.839 -6.515 -0.751
H 4.590 -9.934 1.773
H -3.695 5.755 5.783
Cl 2.985 4.479 0.784
H -2.311 0.452 -3.802
C 0.783 0.054 -2.869
H 1.045 -0.261 -3.875
Cl 3.027 5.351 -3.338
C -1.761 0.127 -2.916
C 5.280 -2.547 1.062
O 3.593 -6.256 2.503
C -0.462 0.962 -2.814
C -5.397 -5.016 -4.285
C -5.110 0.226 -0.811
H -4.706 7.857 6.592
H -5.089 -7.031 -4.934
H -3.788 2.541 -0.532
H -5.201 0.586 1.288
H -5.381 -7.993 -2.677
N -1.107 5.319 5.274
C -5.661 -4.207 -3.195
H -0.523 3.722 1.523
H -5.102 2.765 0.624
H 3.293 -6.197 0.124
C 5.387 -3.862 1.262
H 5.400 -4.534 0.415
O 4.290 -8.112 3.342
H -6.015 0.808 -0.981
H -2.410 1.242 -1.226
H 5.231 6.129 -0.532
H -3.285 9.839 6.986
H 0.532 -0.852 -2.317
C -1.475 8.856 6.391
*
```